(1)
112
Properties=species:S:1:pos:R:3:forces:R:3:mulliken_charge:R:1 method="wB97M-V/def2-TZVPD" total_charge=-2 e_above_lowest_kj_mol=19.1 homo_ev=-1.626 lumo_energy_ev=3.301
Rb -0.1730 -0.0130 1.7528 -0.06 0.13 0.16 0.484
C 4.2010 3.5460 6.2125 -1.47 0.15 0.21 -0.857
Se 2.8249 2.6067 5.1068 0.51 1.09 -0.07 0.128
C 2.7511 4.0292 3.7232 -1.58 -0.40 -0.71 0.715
C 1.9285 5.2812 4.1511 1.17 0.24 -0.07 -0.752
Se -0.0450 5.1118 4.3168 0.96 -0.13 -0.92 -0.026
C -0.2492 5.1394 2.3445 -0.14 2.56 -0.14 -0.374
H 5.1188 3.4226 5.7182 1.30 -0.18 -0.63 0.279
H 4.2671 3.0679 7.2044 -0.23 0.50 -0.36 0.264
H 3.9668 4.6343 6.2247 0.04 -0.86 0.41 0.209
H 2.3436 3.5227 2.8090 0.08 0.32 0.76 -0.917
H 3.7398 4.3259 3.4003 0.44 0.07 0.32 0.418
H 2.1425 6.1283 3.4331 -0.38 -0.93 0.61 0.335
H 2.3718 5.5955 5.1164 -0.70 0.09 -0.25 0.287
H 0.0675 6.1944 1.9688 -0.27 -1.85 0.65 0.306
H -1.3084 5.0735 2.0693 0.24 -0.37 0.23 0.378
H 0.3580 4.3787 1.8848 0.16 -0.38 -0.13 -0.214
F -5.5822 1.0187 4.7734 0.37 -0.90 -0.63 -0.366
C -4.9301 0.0902 3.9407 0.61 1.10 1.00 0.466
C -3.6675 -0.3643 4.2924 0.43 0.13 -0.12 -0.946
C -2.9184 -1.2244 3.4413 -0.57 -0.06 0.28 -0.927
C -3.6172 -1.6075 2.2549 0.15 0.79 0.88 0.403
C -4.7932 -1.0230 1.9193 -1.35 -0.98 -1.31 0.627
F -5.4365 -1.3606 0.7007 0.69 0.31 0.92 -0.433
C -5.4983 -0.1949 2.7358 -0.39 0.40 0.27 -0.792
C -2.9699 -2.5041 1.3120 0.28 -0.98 0.47 -0.149
C -3.1542 -3.8704 1.3313 -0.40 -1.19 0.26 -0.102
C -2.3832 -4.6978 0.5088 0.47 3.23 -0.40 -1.235
C -1.3884 -4.0855 -0.2505 0.41 1.59 1.57 -0.047
C -1.1624 -2.7002 -0.0660 -1.21 -1.21 -1.50 -1.168
N -2.0417 -1.9527 0.5786 1.77 1.32 -0.69 1.140
H -3.2150 0.0685 5.1991 -0.26 -0.37 -0.30 0.360
H -6.4151 0.2293 2.4320 -0.89 0.36 -0.25 0.525
H -3.8762 -4.2807 2.0464 0.14 0.07 -0.44 0.434
H -2.5605 -5.6941 0.3716 -0.49 -2.59 0.11 0.615
H -0.6124 -4.5464 -0.7939 0.17 -0.90 -0.77 0.271
H -0.3818 -2.2024 -0.6575 -0.08 -0.11 0.51 0.582
O 4.4633 2.7795 -2.3855 0.02 -0.27 0.87 -0.749
C 3.8677 2.2146 -1.4598 0.34 1.34 -0.75 -0.184
C 3.2566 2.8443 -0.2542 -0.22 0.89 1.18 0.746
O 3.3946 3.9868 0.2018 0.37 0.06 -0.69 -0.833
C 2.3882 1.8794 0.4187 -0.55 0.23 0.74 0.144
C 2.4800 0.6582 -0.3093 0.56 -0.64 -1.06 -0.219
O 1.8717 -0.4100 -0.1004 -0.24 -0.54 0.21 0.274
C 3.4850 0.8122 -1.4158 -0.86 -0.62 1.71 0.770
O 3.8942 -0.1192 -2.0867 0.28 -0.67 -0.93 -0.796
O 1.6830 2.0969 1.4617 0.59 -0.14 -1.10 -0.864
C -4.5494 0.6480 -1.8540 -0.65 1.17 0.26 -0.985
Si -3.1824 1.9493 -1.4705 -0.52 -0.29 0.05 0.335
C -3.8735 3.6435 -2.0609 0.37 0.03 -0.54 -1.264
C -3.0497 2.1613 0.3921 -0.50 -1.03 0.54 -0.164
As -0.8597 1.3890 -2.0895 -1.23 -0.61 0.78 0.638
Si -0.0337 3.2553 -3.1099 0.75 -0.37 -0.91 0.202
C -1.1091 3.8614 -4.5192 0.29 1.06 -0.02 -0.737
C 1.6545 2.6820 -3.6780 -0.81 1.54 -2.09 -0.577
C 0.0499 4.6062 -1.8984 -0.47 0.93 0.59 -0.671
Si -0.9410 -0.3266 -3.7036 -0.88 0.77 -0.31 0.363
C 0.6672 -1.1922 -3.9616 0.90 -0.74 0.86 -0.465
C -2.2703 -1.5015 -3.2201 -1.30 -0.23 2.64 -0.702
C -1.6156 0.2231 -5.3858 1.73 -0.59 -0.79 -1.393
H -5.5077 0.7578 -1.2824 0.64 0.82 -0.47 0.358
H -4.3220 -0.3184 -1.4989 0.91 -1.34 0.01 0.226
H -4.7826 0.6320 -2.9239 0.03 -0.15 0.12 0.316
H -4.7425 3.9197 -1.4501 0.10 -0.21 -0.02 0.391
H -4.1869 3.6907 -3.1346 0.36 -0.09 0.81 0.249
H -3.1014 4.4133 -1.8725 -0.36 -0.20 -0.23 0.277
H -3.9504 2.5680 0.8538 -0.17 0.42 -0.27 0.393
H -2.2159 2.7921 0.6423 0.49 0.36 0.21 0.062
H -2.9617 1.2132 0.9666 0.33 0.22 -0.60 -0.373
H -0.7925 4.8655 -4.9692 -0.30 -1.37 0.60 0.360
H -2.0707 4.0141 -3.9701 0.33 -0.33 -1.12 0.050
H -1.0615 3.0645 -5.2822 -0.68 0.53 0.19 0.138
H 2.2073 2.2851 -2.8922 0.94 -0.27 1.24 -0.439
H 2.2043 3.5284 -4.1915 -0.34 -0.92 0.73 0.355
H 1.5880 1.8682 -4.3980 -0.22 -0.08 -0.29 0.258
H -0.9607 4.9395 -1.6251 0.06 0.16 -0.33 0.171
H 0.6067 5.4453 -2.3359 -0.09 -0.05 0.25 0.381
H 0.4698 4.3322 -0.9472 0.69 -0.20 0.34 0.000
H 1.4818 -0.9405 -3.2638 -0.32 0.32 -0.10 -0.355
H 1.0154 -0.9372 -4.9530 0.20 -0.16 -0.37 0.487
H 0.5767 -2.2942 -3.8386 -0.18 0.56 -0.36 0.284
H -2.4481 -1.6119 -2.0776 0.39 0.16 -1.89 -0.464
H -1.9358 -2.4528 -3.5710 0.12 -0.99 -0.27 0.527
H -3.2609 -1.3053 -3.6631 0.47 0.14 0.09 0.402
H -0.8063 0.4121 -6.1350 -0.60 -0.11 0.45 0.269
H -2.1265 1.1225 -5.2428 -0.87 1.62 0.18 0.344
H -2.3420 -0.4585 -5.8116 0.03 -0.47 -0.07 0.426
Br 5.6772 -6.2251 -1.0406 -0.09 0.22 -0.08 -0.132
C 3.9860 -5.3576 -1.2694 -0.07 -0.22 -0.05 -0.245
C 3.9071 -4.0522 -1.6877 -1.13 0.99 -0.61 -0.556
C 2.5951 -3.4846 -1.8416 1.20 -3.16 0.37 0.360
N 1.5067 -4.2415 -1.6679 0.15 0.75 0.01 -0.237
C 1.6376 -5.5035 -1.2174 0.44 1.00 0.54 -0.518
C 2.8355 -6.1034 -0.9434 1.38 0.54 -0.47 -0.220
H 4.7073 -3.3520 -1.9676 0.02 -0.79 0.43 0.513
H 2.5865 -2.4755 -2.1504 -0.67 1.10 -0.16 0.189
H 0.7493 -5.9868 -0.8764 -0.69 -0.38 -0.25 0.397
H 2.9585 -7.0695 -0.4718 -0.29 0.00 -0.16 0.432
S 0.2587 -5.2352 3.7383 -1.49 0.74 0.26 -0.436
C -0.3175 -3.6131 3.2275 1.41 -0.46 0.22 -0.139
N 0.5295 -2.9242 2.5355 -0.09 -1.09 0.56 0.406
C 1.6752 -3.6912 2.3550 0.83 0.93 -1.36 -0.813
C 2.7775 -3.2714 1.5675 -1.09 3.00 -0.21 0.284
C 3.8542 -4.0620 1.4725 1.72 -1.26 -0.70 -0.534
C 3.8350 -5.3788 2.0137 2.44 0.43 -1.62 -0.495
C 2.7874 -5.8458 2.7014 -1.37 -0.01 1.46 -0.840
C 1.7055 -4.9421 2.9191 0.84 -1.05 -0.29 1.164
H -1.2031 -3.1805 3.6158 -1.12 0.29 0.19 0.159
H 2.7311 -2.2324 1.0822 0.02 -1.59 0.65 0.108
H 4.7647 -3.8156 0.8657 -1.12 0.12 0.75 0.576
H 4.7311 -5.9702 1.6920 -1.01 0.15 0.90 0.290
H 2.7768 -6.8159 3.1973 -0.02 0.07 -0.35 0.403



(2)
13
Properties=species:S:1:pos:R:3:forces:R:3:nbo_charge:R:1 method="wB97M-V/def2-TZVPD" e_above_lowest_kj_mol=265.2 homo_ev=-9.568 lumo_energy_ev=0.017
N 3.9625 0.6442 -0.1878 2.92 0.95 -0.78 -0.333
C 2.9072 0.2735 -0.0187 -0.80 -0.58 -0.21 0.391
N 1.7393 -0.0601 0.3986 0.72 1.13 2.73 -0.471
C 0.7478 -0.5676 -0.0789 -2.68 -1.60 -2.97 0.255
C -0.5453 -0.7320 0.6299 -1.67 -1.48 2.95 -0.516
C -1.6160 0.0789 -0.0588 -1.36 0.73 -2.67 -0.507
S -1.5582 1.9427 0.0469 1.23 -0.78 -0.64 -0.042
H 0.6616 -0.9454 -1.1963 0.34 0.71 1.83 0.152
H -0.7359 -1.8257 0.5554 -0.42 0.41 -0.67 0.240
H -0.7275 -0.6976 1.8014 1.50 0.85 -2.17 0.248
H -1.5230 -0.1543 -1.2145 -0.69 0.42 2.25 0.215
H -2.6929 0.0160 0.2641 1.28 -1.14 -0.22 0.247
H -0.6198 2.0273 -0.9412 -0.37 0.38 0.56 0.122



(3)
22
Properties=species:S:1:pos:R:3:forces:R:3:nbo_charge:R:1 method="wB97M-V/def2-TZVPD" spin_multiplicity=6 e_above_lowest_kj_mol=183.3 homo_ev="-7.256 / -9.307" lumo_energy_ev="-0.496 / -0.672"
O -1.1485 -0.9340 1.5920 1.33 1.36 -0.28 -0.615
C 2.7376 0.4899 1.7753 0.73 1.29 -0.30 0.253
C -0.0252 -0.4255 1.7049 -1.45 -2.64 0.95 0.450
O 3.1147 0.6148 2.9566 0.31 -0.21 0.26 -0.752
O 2.3518 -0.7426 1.4314 -0.64 -1.03 0.51 -0.535
C 1.0905 -0.8614 0.7898 0.32 0.55 -0.33 -0.187
H 0.2263 0.0865 2.6546 -0.05 0.46 -0.46 0.174
H 1.6775 3.4337 0.8251 1.33 0.06 1.89 0.256
H 1.0387 -0.2297 -0.1059 0.06 -0.18 -0.14 0.223
H 0.9611 -1.9261 0.5498 -0.06 0.48 -0.06 0.242
Li -2.6073 0.2508 2.1041 0.15 0.66 0.30 0.935
Fe 3.7107 2.4141 2.2108 -0.46 -0.48 -0.23 0.763
O -0.9065 3.1968 3.1824 0.61 0.26 0.28 -0.520
C -1.7700 2.2546 2.7493 0.23 -0.99 -0.01 0.944
C -0.1089 3.9068 2.2364 -0.13 1.46 0.10 -0.077
O -2.2071 1.4710 3.6261 -0.17 -0.05 -0.06 -0.814
O -1.9917 2.1137 1.5241 -0.09 0.00 -0.51 -0.842
C 0.8680 3.0350 1.4550 -2.56 -2.63 -0.89 -0.752
H 0.3815 4.6965 2.8176 0.01 -0.37 0.12 0.189
H -0.7766 4.4418 1.5482 0.10 -0.23 0.04 0.189
H 0.3745 2.9940 0.4662 -0.90 -1.16 0.28 0.255
H 0.7425 1.8915 1.9113 1.31 3.40 -1.44 0.222



(4)
85
Properties=species:S:1:pos:R:3:forces:R:3:mulliken_charge:R:1 method="wB97M-V/def2-TZVPD" e_above_lowest_kj_mol=13.5 homo_ev=-9.694 lumo_energy_ev=-0.276
C -1.6860 5.1346 3.6174 -0.30 0.06 -0.56 -1.245
C -1.8092 3.7091 3.0707 -0.16 0.31 0.43 -1.020
C -0.9685 2.5679 3.7097 -0.01 -0.62 -0.32 2.389
C -1.6030 1.3625 3.1131 -0.12 -0.38 0.15 -0.686
N -2.0875 0.4301 2.6439 0.11 0.36 0.04 -0.609
C 0.4952 2.5085 3.1535 0.07 0.30 -0.05 -0.688
C 1.0438 3.8118 2.7839 0.05 0.24 0.08 0.080
N 1.4609 4.8447 2.5035 -0.02 -0.19 -0.01 -0.522
C -1.1004 2.3714 5.2629 0.11 0.15 -0.13 -1.219
I -0.3592 0.3796 5.7821 0.01 0.07 -0.01 0.143
C -0.4323 3.3054 6.2903 0.19 0.22 -0.05 -0.527
C 0.8685 4.0161 5.9475 0.25 0.05 0.27 -1.178
I -1.8055 4.7587 7.1441 0.00 -0.16 0.02 0.057
H -0.7090 5.3895 4.0071 0.02 -0.03 0.15 0.213
H -2.4699 5.3236 4.3419 0.19 0.03 0.25 0.260
H -1.8732 5.8250 2.7931 0.07 0.01 -0.01 0.353
H -1.6015 3.7078 2.0010 0.18 -0.12 -0.01 0.264
H -2.8544 3.4079 3.1642 -0.02 -0.02 -0.05 0.636
H 0.5162 1.8952 2.2523 -0.04 0.00 -0.01 0.519
H 1.1751 2.0317 3.8565 -0.06 -0.09 0.04 0.389
H -2.1620 2.3093 5.4865 -0.01 -0.13 -0.01 0.729
H -0.2285 2.7036 7.1664 -0.21 0.01 0.05 0.648
H 1.5796 3.3669 5.4379 -0.08 -0.10 -0.04 0.265
H 1.3495 4.2951 6.8853 -0.04 0.08 0.00 0.452
H 0.7500 4.9310 5.3765 -0.08 -0.07 -0.18 0.323
C 0.8917 -0.9375 -0.7417 0.19 0.10 -0.06 -1.094
C 1.3535 -2.0368 0.1915 -0.47 0.06 -0.02 -0.180
O 2.7249 -2.3922 -0.0576 0.04 -0.06 0.09 -0.331
C 3.6305 -1.5623 0.4522 -0.06 -0.02 -0.21 0.814
O 3.4103 -0.5731 1.1024 0.01 0.02 0.09 -0.565
O 4.8369 -2.0057 0.0928 0.03 0.00 0.24 -0.322
C 5.9207 -1.1657 0.4974 0.17 0.00 0.00 -0.760
H 1.0704 -1.2196 -1.7803 -0.08 -0.05 0.00 0.302
H -0.1736 -0.7513 -0.6037 -0.01 -0.04 0.01 0.331
H 1.4331 -0.0104 -0.5531 -0.03 0.00 0.06 0.319
H 0.7784 -2.9448 0.0190 0.16 -0.10 -0.03 0.290
H 1.2254 -1.7574 1.2366 0.13 0.06 0.01 0.305
H 5.8778 -0.9604 1.5643 -0.06 0.05 0.00 0.363
H 5.9045 -0.2323 -0.0638 -0.05 0.04 0.06 0.312
H 6.8313 -1.7113 0.2671 -0.06 -0.06 -0.05 0.233
C 5.3733 -2.1121 -3.0001 0.04 0.29 -0.27 -0.878
C 4.6164 -2.8402 -4.0887 0.23 -0.27 0.19 -0.380
O 3.6109 -2.0043 -4.6847 -0.05 -0.01 -0.02 -0.309
C 4.0543 -1.1307 -5.5861 -0.06 -0.05 0.00 0.746
O 5.1917 -1.0053 -5.9586 0.03 0.03 0.01 -0.558
O 3.0111 -0.4206 -6.0196 0.00 0.00 0.00 -0.334
C 3.3438 0.5976 -6.9660 -0.06 0.11 -0.11 -0.651
H 4.6792 -1.7009 -2.2758 -0.08 -0.08 0.10 0.145
H 6.0538 -2.7929 -2.4898 -0.04 -0.04 0.03 0.357
H 5.9536 -1.2874 -3.4161 0.04 -0.08 -0.06 0.342
H 4.0716 -3.6841 -3.6692 -0.13 0.07 -0.03 0.345
H 5.2847 -3.2232 -4.8595 -0.01 0.13 -0.07 0.345
H 3.9180 0.1877 -7.7937 0.06 -0.01 0.04 0.299
H 3.9066 1.3938 -6.4815 0.07 -0.04 -0.02 0.293
H 2.4009 0.9908 -7.3343 -0.04 -0.05 0.07 0.223
C -3.6264 -6.8375 1.2104 -0.01 0.11 -0.19 -1.077
C -2.3248 -7.6058 1.1348 -0.15 -0.02 0.34 -0.176
O -1.8660 -7.7406 -0.2196 0.06 -0.02 -0.03 -0.381
C -1.2593 -6.6688 -0.7243 -0.04 -0.06 -0.04 0.795
O -1.0466 -5.6337 -0.1474 0.03 0.07 0.03 -0.557
O -0.9224 -6.9379 -1.9857 0.02 0.00 0.00 -0.338
C -0.2993 -5.8510 -2.6751 0.08 0.05 -0.14 -0.568
H -4.3744 -7.2928 0.5604 -0.01 -0.06 0.06 0.293
H -4.0038 -6.8350 2.2328 0.01 -0.02 0.01 0.352
H -3.4890 -5.8050 0.8916 0.05 0.01 0.05 0.299
H -2.4629 -8.6253 1.4897 0.04 -0.05 -0.13 0.297
H -1.5494 -7.1410 1.7428 0.03 0.08 -0.10 0.308
H 0.5483 -5.4665 -2.1117 -0.04 0.03 0.05 0.237
H -1.0200 -5.0545 -2.8537 0.02 0.04 0.07 0.297
H 0.0446 -6.2498 -3.6247 -0.05 -0.08 0.02 0.216
C -5.5534 4.4970 -3.9765 0.09 -0.20 0.02 -1.095
C -5.6722 5.0000 -2.5542 -0.09 0.26 -0.23 -0.178
O -5.5935 3.9269 -1.6037 0.00 -0.02 0.05 -0.374
C -4.3631 3.4869 -1.3424 -0.05 0.04 0.07 0.748
O -3.3397 3.9257 -1.8008 0.03 -0.01 -0.03 -0.559
O -4.4578 2.4861 -0.4680 0.02 0.01 -0.01 -0.365
C -3.2074 1.8775 -0.1295 0.03 -0.17 0.02 -0.508
H -6.2917 3.7171 -4.1663 -0.06 0.06 -0.01 0.292
H -5.7156 5.3134 -4.6801 -0.02 0.02 0.01 0.354
H -4.5658 4.0754 -4.1594 0.03 0.06 0.02 0.313
H -6.6484 5.4527 -2.3906 -0.03 -0.10 0.10 0.287
H -4.9132 5.7488 -2.3299 0.08 -0.09 0.03 0.316
H -2.4867 2.6263 0.1897 0.02 0.05 -0.08 0.142
H -2.8136 1.3272 -0.9833 0.05 0.09 -0.03 0.345
H -3.4014 1.1894 0.6843 -0.14 0.01 0.00 0.256